11
Properties=species:S:1:pos:R:3:forces:R:3:mulliken_charge:R:1 method="wB97M-V/def2-TZVPD" orbital_gap_ev=8.17 mol_weight_g_mol=96.09 e_tot_ev=-9233.7692 e_homo_ev=-7.61 relative_energy_kcal_mol=154.9
C 1.076 3.163 1.088 0.411 -1.906 -1.114 -0.270
C 1.315 -0.097 0.226 2.874 0.720 0.766 -0.349
C -1.197 -2.334 -0.886 -1.092 2.759 0.047 -0.657
C -0.688 -1.151 -0.627 0.614 1.892 1.843 -0.001
N 1.014 2.078 0.659 0.955 5.752 2.969 0.104
N 0.589 1.010 0.359 -3.136 -4.009 -2.233 -0.123
O 0.693 -1.133 -0.196 -2.002 -1.289 -1.124 -0.006
H 1.215 4.054 1.621 0.212 0.639 0.174 0.438
H -2.246 -2.303 -1.094 -0.359 -0.733 -0.251 0.248
H -0.584 -3.143 -0.732 0.954 -2.112 -0.123 0.336
H -1.185 -0.143 -0.419 0.569 -1.712 -0.954 0.280